[1]
C13H14BNO2Y | wB97M-V/def2-TZVPD

Last column: Löwdin charge in e.
CARTESIAN COORDINATES (ANGSTROEM)
C 2.806252 -2.184745 0.401848  -0.267
C 3.062192 -3.118036 -0.664587  -0.289
C 2.039093 -4.138868 -0.608393  -0.298
C 1.159655 -3.818203 0.488976  -0.277
C 1.630041 -2.610339 1.102775  -0.248
Y 1.034974 -2.152314 -1.188991  0.778
N 1.202391 1.329241 0.563349  0.047
C 2.207051 1.900310 -0.253639  -0.293
C 2.386825 0.611582 -1.214864  -0.213
H 1.907270 -4.943783 -1.332278  0.085
H 3.868400 -3.016588 -1.385250  0.085
H 0.289767 -4.381692 0.820500  0.085
H 1.270323 -2.150692 2.022458  0.103
H 3.431237 -1.336196 0.677545  0.092
H 3.422901 0.248295 -1.159406  -0.041
H 3.082239 2.187966 0.341080  0.083
H 1.556909 0.563388 1.153604  0.123
H 2.063049 0.831797 -2.244219  -0.043
H 1.889365 2.809294 -0.814867  0.100
O -0.823750 2.172318 -0.585200  0.174
B -0.183663 1.272442 0.300319  -0.708
O -1.137836 0.456691 0.965232  0.135
C -2.356470 1.014513 0.652556  -0.183
C -3.612211 0.814917 1.222143  -0.011
C -4.662631 1.634970 0.778660  -0.113
C -4.461209 2.635263 -0.193784  -0.109
C -3.183977 2.867820 -0.722219  -0.016
C -2.157855 2.048336 -0.302520  -0.195
H -3.775779 0.049492 1.980456  0.112
H -5.669307 1.501684 1.189934  0.092
H -5.303840 3.243482 -0.544778  0.094
H -2.981405 3.657656 -1.446438  0.116

Cartesian forces (eV/Å) of the 3 atoms listed first:
0.5 -1.3 1.2
0.5 -0.4 0.9
0.6 -0.5 1.6

Computed properties:
Frontier orbital gap (spin up / spin down) (eV): 4.3 / 3.8
LUMO level (spin up / spin down) (eV): 3.0 / 3.0
Energy above the lowest of the compared OMol25 structures with the same formula, charge and spin (kJ/mol): 245.9
Total charge: -1
E_HOMO (spin up / spin down) (eV): -1.30 / -0.85

---

[2]
C5H15N2O | wB97M-V/def2-TZVPD

Last column: Löwdin charge in e.
CARTESIAN COORDINATES (ANGSTROEM)
C -1.330704 -0.906741 -1.957130  -0.125
C -1.834280 0.078236 -0.865579  -0.176
C -0.764802 0.408375 0.126622  -0.341
C -0.386510 -0.523779 1.126812  -0.126
N 0.605955 -0.327784 2.079554  0.065
C -0.064035 1.661422 -0.169875  -0.080
N -2.258202 -2.065466 -2.457423  0.168
H -0.479911 -1.415419 -1.682703  0.087
H -0.973263 -0.337565 -2.816962  0.132
H -2.670673 -0.426623 -0.278174  0.123
H -2.198726 1.064376 -1.358530  0.149
H -0.909656 -1.613215 1.268736  0.165
H 0.679719 -0.925747 2.881345  0.089
H 1.154929 0.496672 2.141932  0.077
H 0.945218 1.688929 0.251401  0.081
H -0.564953 2.470683 0.273048  0.073
H 0.160521 1.996709 -1.166494  0.082
H -2.640922 -1.922529 -3.438305  0.187
H -3.093868 -2.221203 -1.688210  0.243
H -1.603644 -2.811084 -2.499614  0.127
H 5.666814 1.336731 2.677972  0.061
H 4.792377 2.501203 2.362110  0.058
O 4.947968 1.570720 2.019054  -0.119

Cartesian forces (eV/Å) of the 3 atoms listed first:
-1.2 1.6 -1.1
-1.8 -0.5 0.0
0.9 -3.2 1.3

Computed properties:
Frontier orbital gap (eV): 7.0
LUMO level (eV): -3.7
Energy above the lowest of the compared OMol25 structures with the same formula, charge and spin (kJ/mol): 300.6
Total charge: +1
E_HOMO (eV): -10.73

---

[3]
C4H3IOS | wB97M-V/def2-TZVPD

Last column: Löwdin charge in e.
CARTESIAN COORDINATES (ANGSTROEM)
C -0.210412 0.036551 -0.067273  -0.212
C 0.285899 1.293121 0.434943  -0.115
C -1.426023 -0.244262 -0.513851  -0.592
C -0.262955 2.485719 0.242842  -0.191
O -0.667036 3.585217 0.079797  0.155
S -2.670117 1.018277 -0.697279  0.277
I -4.486614 -0.286769 0.069010  0.439
H 0.583979 -0.829892 0.109386  0.155
H 1.037754 1.364371 1.071858  0.063
H -1.681049 -1.236520 -0.734670  0.021

Cartesian forces (eV/Å) of the 3 atoms listed first:
2.2 -1.9 1.1
-3.3 0.8 -2.6
0.0 1.3 0.1

Computed properties:
Frontier orbital gap (eV): 7.6
LUMO level (eV): -0.8
Energy above the lowest of the compared OMol25 structures with the same formula, charge and spin (kJ/mol): 68.6
Total charge: 0
SMILES string: O=C=C/C=C\SI
E_HOMO (eV): -8.34